Model a:
A cluster of 2 separate species, C5H13N in total. Source: the Open Molecules 2025 dataset; level of theory: wB97M-V/def2-TZVPD.

Results
- Gap between HOMO and LUMO: 10.856 eV
- SMILES: C=NC.CCC
- Highest occupied orbital energy: -9.82 eV

CARTESIAN COORDINATES (ANGSTROEM)
N 0.126 3.882 0.262
C 0.953 -2.470 -0.718
C -1.016 3.010 0.576
C -0.158 -3.468 -1.050
C 0.384 4.792 1.103
C -0.151 -4.741 -0.176
H -1.115 -2.948 -0.980
H -1.024 -4.686 0.474
H 1.675 -2.816 0.014
H -0.117 -5.636 -0.797
H 1.203 5.473 0.881
H 0.555 -1.510 -0.382
H -1.795 3.547 1.127
H -0.165 -3.748 -2.105
H 1.463 -2.168 -1.634
H -0.804 2.086 1.113
H -1.429 2.745 -0.399
H -0.180 4.931 2.028
H 0.722 -4.830 0.469

Charges per atom according to Mulliken partitioning, unit e: -0.395, -0.931, -0.724, -0.243, -0.220, -0.996, 0.301, 0.242, 0.318, 0.268, 0.259, 0.188, 0.339, 0.288, 0.248, 0.254, 0.249, 0.237, 0.317

Model b:
A cluster of 2 separate species, C5H13N in total. Source: the Open Molecules 2025 dataset; level of theory: wB97M-V/def2-TZVPD.

Results
- Gap between HOMO and LUMO: 5.948 eV
- Highest occupied orbital energy: -6.71 eV

CARTESIAN COORDINATES (ANGSTROEM)
N -0.843 -0.424 0.827
C -1.628 0.569 0.153
C 0.432 -1.321 -1.654
C 0.504 -0.048 1.025
C 1.091 0.615 -0.153
C 1.215 -0.058 -1.454
H 1.130 -0.929 1.261
H 0.649 0.639 1.892
H -0.364 -1.405 -0.892
H 2.208 -0.273 -0.948
H -1.353 0.794 -0.892
H 0.985 -2.241 -1.541
H 1.211 0.597 -2.319
H -1.630 0.588 3.232
H 1.670 1.522 -0.027
H -1.665 1.548 0.680
H -0.979 0.921 3.377
H -2.665 0.260 0.093
H 0.031 -1.353 -2.659

Charges per atom according to Mulliken partitioning, unit e: -0.580, -0.861, -1.235, -0.317, -0.476, -0.070, 0.317, 0.263, 0.426, 0.154, 0.254, 0.352, 0.389, 0.060, 0.424, 0.372, -0.058, 0.280, 0.305

Model c:
A cluster of 2 separate species, C5H13N in total. Source: the Open Molecules 2025 dataset; level of theory: wB97M-V/def2-TZVPD.

Results
- Gap between HOMO and LUMO: 9.999 eV
- SMILES: C=CN.CCC
- Highest occupied orbital energy: -9.05 eV

CARTESIAN COORDINATES (ANGSTROEM)
N -1.750 0.254 -0.065
C -3.041 -0.105 -0.562
C 1.739 0.504 1.711
C 2.079 -0.570 -0.608
C 2.155 0.723 0.200
C -3.285 -0.979 -1.535
H 0.720 0.717 2.034
H -4.021 -0.678 -2.282
H 3.210 0.928 0.383
H -2.657 -1.767 -1.936
H 2.889 -1.284 -0.508
H -1.557 -0.180 0.842
H 1.899 -0.546 1.920
H -3.877 0.371 -0.049
H 2.432 1.123 2.277
H 1.112 -1.024 -0.374
H -1.704 1.184 0.349
H 1.640 1.617 -0.135
H 2.016 -0.287 -1.662

Charges per atom according to Mulliken partitioning, unit e: -0.544, -0.122, -1.076, -1.103, -0.252, -0.579, 0.243, 0.200, 0.297, 0.261, 0.343, 0.216, 0.299, 0.278, 0.343, 0.278, 0.285, 0.314, 0.318

Model d:
A cluster of 2 separate species, C5H13N in total. Source: the Open Molecules 2025 dataset; level of theory: wB97M-V/def2-TZVPD.

Results
- Gap between HOMO and LUMO: 10.328 eV
- SMILES: C=CC.CCN
- Highest occupied orbital energy: -9.24 eV

CARTESIAN COORDINATES (ANGSTROEM)
N -1.088 -1.308 -2.597
C -1.451 -1.906 -0.284
C 2.443 1.567 0.944
C -0.943 -0.799 -1.223
C 0.950 1.588 1.018
C 0.258 1.241 2.094
H -1.991 -1.742 -2.706
H -1.452 0.112 -0.860
H -2.550 -1.914 -0.251
H -1.190 -2.883 -0.667
H 2.905 1.996 1.840
H 0.350 1.862 0.152
H 0.107 -0.668 -0.920
H -1.014 -1.685 0.692
H 2.886 0.598 0.672
H 2.785 2.160 0.084
H -0.861 -0.577 -3.259
H 0.686 1.083 3.087
H -0.831 1.275 2.180

Charges per atom according to Mulliken partitioning, unit e: -0.587, -1.260, -1.038, 0.124, 0.122, -0.823, 0.216, 0.130, 0.307, 0.381, 0.315, 0.331, 0.142, 0.335, 0.249, 0.307, 0.207, 0.269, 0.274

Computed stability ranking, most favorable first: model d, model a, model c, model b

Model a:
The molecule C3H5NO4. Source: the Open Molecules 2025 dataset; level of theory: wB97M-V/def2-TZVPD.

Results
- Gap between HOMO and LUMO: 10.544 eV
- SMILES: O=COCO/C=N/O
- Highest occupied orbital energy: -9.65 eV

CARTESIAN COORDINATES (ANGSTROEM)
O -0.281 -1.032 0.043
O 1.829 -0.732 -0.094
O -3.430 0.537 -0.135
O 2.938 1.169 -0.100
N -1.990 0.521 0.072
C 2.971 -0.006 -0.030
C 0.590 0.015 0.064
C -1.588 -0.720 -0.123
H 0.469 0.760 -0.683
H 0.458 0.432 1.112
H 3.830 -0.793 -0.035
H -3.533 1.447 0.140
H -2.262 -1.599 -0.228

Charges per atom according to Mulliken partitioning, unit e: -0.261, -0.260, -0.409, -0.460, -0.344, 0.218, -0.252, 0.125, 0.354, 0.267, 0.277, 0.373, 0.370

Model b:
A cluster of 2 separate species, C3H5NO4 in total. Source: the Open Molecules 2025 dataset; level of theory: wB97M-V/def2-TZVPD.

Results
- Gap between HOMO and LUMO: 10.693 eV
- SMILES: C=CC(=O)O.O=NO
- Highest occupied orbital energy: -10.23 eV

CARTESIAN COORDINATES (ANGSTROEM)
O 2.975 -0.059 -0.331
O 1.664 -1.350 0.791
O -0.879 1.911 0.694
O 0.141 0.918 -1.020
N 1.987 -0.220 0.628
C -0.648 0.861 -0.109
C -1.441 -0.316 0.281
C -1.517 -1.393 -0.488
H -2.087 -2.258 -0.203
H -1.945 -0.237 1.231
H -1.004 -1.427 -1.433
H 3.098 0.896 -0.457
H -0.343 2.673 0.415

Charges per atom according to Mulliken partitioning, unit e: -0.362, -0.316, -0.484, -0.566, 0.290, 0.727, -0.213, -0.639, 0.274, 0.313, 0.267, 0.371, 0.339

Model c:
A cluster of 2 separate species, C3H5NO4 in total. Source: the Open Molecules 2025 dataset; level of theory: wB97M-V/def2-TZVPD.

Results
- Gap between HOMO and LUMO (alpha / beta): 8.006 / 7.639 eV
- Highest occupied orbital energy (alpha / beta): -9.29 / -9.01 eV

CARTESIAN COORDINATES (ANGSTROEM)
O -0.459 0.561 0.637
O -1.624 -0.487 -1.790
O 0.238 -1.341 -2.537
O 1.362 -2.491 0.345
N -0.466 -0.826 -1.737
C 0.406 -1.757 0.636
C 0.399 -0.395 0.237
C -0.192 1.964 0.796
H -0.458 2.233 1.790
H 1.238 0.095 -0.187
H -0.609 2.599 0.075
H -0.666 -2.211 0.923
H 0.829 2.056 0.812

Charges per atom according to Mulliken partitioning, unit e: -0.330, -0.474, -0.466, -0.459, 0.632, -0.049, 0.247, -0.753, 0.298, 0.422, 0.298, 0.250, 0.384

Computed stability ranking, most favorable first: model a, model b, model c